21
Properties=species:S:1:pos:R:3:forces:R:3:nbo_charge:R:1 method="wB97M-V/def2-TZVPD" orbital_gap_ev=9.53 multiplicity=1 charge=0 smiles=CNC[C@H](C)NC
C -0.040 0.817 2.373 0.2 0.5 -0.4 -0.40
N -0.864 0.983 1.159 0.0 0.8 -0.6 -0.64
C -2.378 -0.099 -0.457 0.1 -0.8 1.5 -0.63
C -0.958 -0.037 0.126 0.6 -2.5 1.1 -0.05
C 0.108 -0.202 -0.945 0.4 0.6 -0.6 -0.23
N 1.488 -0.381 -0.376 -0.8 0.5 -0.6 -0.62
C 2.459 -0.518 -1.473 0.3 0.1 0.8 -0.41
H -0.377 1.541 3.179 0.2 -0.9 -1.0 0.20
H -0.211 -0.216 2.714 0.2 0.4 0.1 0.19
H 1.055 0.991 2.198 -0.8 -0.3 0.2 0.19
H -0.709 1.850 0.671 0.2 0.5 0.4 0.35
H -2.740 -1.086 -0.765 0.7 0.1 -0.6 0.21
H -2.558 0.650 -1.206 -0.2 0.4 -0.3 0.20
H -2.972 0.034 0.440 -0.5 0.7 -0.1 0.23
H -0.738 -0.962 0.684 -0.8 -0.2 0.3 0.17
H -0.072 0.625 -1.678 1.2 -0.2 0.5 0.18
H -0.097 -1.108 -1.545 -0.4 0.2 0.2 0.17
H 1.439 -1.272 0.118 0.1 0.3 0.0 0.34
H 2.073 -1.218 -2.213 0.2 0.0 -0.5 0.16
H 3.453 -0.871 -1.123 -0.7 0.1 0.0 0.20
H 2.640 0.478 -1.880 -0.2 -0.2 -0.3 0.20



21
Properties=species:S:1:pos:R:3:forces:R:3:nbo_charge:R:1 method="wB97M-V/def2-TZVPD" orbital_gap_ev=8.95 multiplicity=1 charge=0 smiles=CNCCCCN
C 1.128 0.749 -1.157 2.9 -0.8 -1.5 -0.19
N 0.536 1.940 -0.778 0.3 0.4 1.5 -0.66
C -0.778 2.270 -1.170 0.3 2.1 -1.2 -0.40
C 1.301 -0.360 -0.092 0.5 0.4 1.7 -0.43
C 0.252 -1.448 0.020 -2.7 0.9 0.0 -0.42
C -0.620 -1.097 1.277 -0.7 -0.6 -1.3 -0.20
N -1.488 -2.152 1.840 0.7 -0.2 -0.2 -0.85
H 2.193 1.106 -1.570 -1.7 -1.5 0.6 0.17
H 0.558 0.351 -2.014 0.4 -0.1 0.2 0.19
H 0.976 2.280 0.058 -0.7 0.5 0.2 0.37
H -1.286 1.424 -1.631 -0.2 0.0 0.2 0.19
H -0.633 3.085 -1.939 -0.9 -0.7 0.2 0.17
H -1.348 2.758 -0.388 -0.4 -0.4 0.3 0.20
H 1.390 0.029 1.000 -0.2 0.3 -1.9 0.19
H 2.268 -0.822 -0.140 0.6 -0.3 -0.8 0.22
H 0.578 -2.429 0.025 1.6 -2.0 0.9 0.21
H -0.426 -1.600 -0.863 0.3 1.1 0.4 0.19
H 0.087 -0.763 2.048 -0.7 0.0 0.0 0.18
H -1.266 -0.302 0.862 0.5 0.5 0.8 0.16
H -2.181 -2.526 1.189 0.3 0.4 0.2 0.36
H -1.949 -1.786 2.665 -0.2 -0.2 -0.2 0.36



21
Properties=species:S:1:pos:R:3:forces:R:3:nbo_charge:R:1 method="wB97M-V/def2-TZVPD" orbital_gap_ev=8.08 multiplicity=1 charge=0
C -0.193 1.061 -0.767 -0.3 -0.3 0.0 -0.25
C -2.524 -0.527 0.229 2.2 3.5 -0.8 -0.21
C 1.414 -0.630 0.096 0.1 0.0 0.0 -0.22
C -1.231 1.013 0.342 0.3 -1.0 1.7 -0.53
C 2.617 0.291 0.326 -0.2 -0.1 0.0 -0.63
N 0.486 -0.229 -0.959 0.1 0.1 -0.1 -0.64
N -1.905 -1.753 0.166 0.3 -1.0 -0.4 -0.83
H 0.979 -0.215 -1.845 0.0 0.0 0.1 0.36
H -1.546 -2.146 1.029 0.0 0.3 -0.1 0.36
H -1.239 -1.845 -0.591 -0.1 0.0 0.2 0.40
H -0.700 1.289 -1.709 0.1 0.0 -0.1 0.19
H 0.519 1.885 -0.586 -0.1 0.0 0.0 0.17
H -2.381 0.247 -0.604 -2.2 -2.4 0.3 0.27
H -3.130 -0.397 1.127 -0.1 0.5 -0.7 0.20
H 0.851 -0.733 1.026 0.0 0.0 0.0 0.19
H 1.774 -1.631 -0.163 0.0 0.0 0.0 0.19
H -1.780 1.953 0.413 -0.2 -0.1 -0.1 0.20
H -0.783 0.806 1.313 0.2 0.2 0.1 0.19
H 2.304 1.278 0.667 0.0 0.0 0.0 0.21
H 3.279 -0.131 1.083 0.0 0.0 0.0 0.21
H 3.190 0.415 -0.595 0.0 0.0 0.0 0.20



21
Properties=species:S:1:pos:R:3:forces:R:3:nbo_charge:R:1 method="wB97M-V/def2-TZVPD" orbital_gap_ev=9.69 multiplicity=1 charge=0 smiles=CCN(C)CCN
N -0.033 -2.702 2.042 1.3 -0.2 -0.6 -0.87
C 0.664 -1.434 1.408 -0.4 -2.0 2.5 -0.24
C -0.338 -0.899 0.388 2.2 3.1 0.2 -0.22
N 0.261 0.383 -0.352 -0.8 -2.2 1.2 -0.46
C -0.719 0.679 -1.384 0.5 0.2 -1.6 -0.21
C -0.124 1.575 -2.583 2.1 -0.7 2.0 -0.62
C 0.409 1.518 0.562 0.4 0.8 1.4 -0.44
H -0.055 -2.640 3.070 0.2 0.1 -0.9 0.36
H 0.440 -3.610 1.816 -0.5 1.4 0.1 0.36
H 1.746 -1.631 1.099 -1.7 0.3 0.1 0.20
H 0.666 -0.817 2.360 0.4 0.1 -1.6 0.19
H -1.155 -0.509 1.016 -0.3 -0.5 -0.5 0.18
H -0.653 -1.584 -0.391 0.1 -0.3 0.3 0.21
H -1.055 -0.307 -1.818 0.4 1.1 0.1 0.19
H -1.609 1.086 -0.908 -0.4 0.5 -0.2 0.16
H 0.617 0.924 -3.103 -0.3 0.5 0.5 0.21
H -0.843 1.777 -3.312 -1.4 0.6 -1.0 0.21
H 0.443 2.555 -2.312 -1.2 -1.8 -0.1 0.21
H -0.263 1.432 1.559 1.5 0.2 -2.1 0.17
H 0.088 2.411 -0.001 -0.1 -0.2 0.5 0.20
H 1.514 1.793 0.846 -2.0 -1.0 -0.3 0.21



21
Properties=species:S:1:pos:R:3:forces:R:3:nbo_charge:R:1 method="wB97M-V/def2-TZVPD" orbital_gap_ev=8.58 multiplicity=1 charge=0
C 3.042 1.496 -0.911 0.3 0.2 0.4 -0.84
N 0.972 -0.634 -0.911 0.0 0.7 1.1 -0.43
C 0.010 -0.851 -0.036 -0.9 -2.2 -1.2 0.05
C -1.435 -0.880 -0.554 -0.9 1.6 -0.1 -0.47
C -2.404 0.028 0.245 0.8 -0.9 0.7 -0.21
N -1.956 1.418 0.332 0.2 -0.3 -0.2 -0.81
C 0.188 -1.647 1.259 0.6 0.2 0.3 -0.68
H 2.079 1.942 -0.672 -0.2 -0.2 -0.1 0.19
H 2.960 0.673 -1.606 -0.2 0.2 -0.3 0.24
H 3.679 2.300 -1.264 0.2 0.0 -0.2 0.20
H 3.470 1.078 -0.004 0.0 0.1 0.2 0.21
H 0.486 0.261 0.005 0.6 0.2 -0.7 0.37
H -1.809 -1.900 -0.602 0.1 -0.2 0.1 0.22
H -1.468 -0.458 -1.561 0.4 -0.3 -0.1 0.21
H -2.429 -0.377 1.261 -0.3 0.2 0.1 0.18
H -3.411 -0.046 -0.156 -0.1 0.1 -0.1 0.20
H -1.562 1.685 -0.569 -0.1 0.2 0.1 0.35
H -1.189 1.461 0.995 -0.1 0.2 0.0 0.34
H 1.095 -2.250 1.206 0.0 0.0 -0.2 0.24
H 0.343 -0.991 2.116 -0.3 0.0 0.1 0.23
H -0.660 -2.307 1.429 -0.1 0.1 0.1 0.22



21
Properties=species:S:1:pos:R:3:forces:R:3:nbo_charge:R:1 method="wB97M-V/def2-TZVPD" orbital_gap_ev=9.11 multiplicity=1 charge=0
C 0.982 1.026 0.160 -1.9 -2.1 -0.3 0.07
C -0.779 -0.100 0.432 0.0 2.5 0.8 -0.35
C 0.731 1.676 -1.173 0.0 0.1 0.1 -0.66
C -1.690 -0.633 -0.672 0.6 -0.1 -0.2 -0.63
C -0.823 -0.939 1.706 0.5 0.0 -0.3 -0.64
N 1.944 0.032 0.201 1.4 0.3 0.4 -0.46
N 1.630 -1.147 -0.475 -2.9 0.1 0.6 -0.65
H 2.226 -0.198 1.149 -0.1 0.0 -0.2 0.36
H 1.096 1.722 0.991 -0.3 -0.1 0.0 0.20
H -1.221 0.864 0.706 -0.1 0.0 0.1 0.20
H 1.705 -0.965 -1.472 0.0 0.0 0.0 0.34
H 0.484 -1.109 -0.264 2.9 -0.6 -1.0 0.35
H -0.127 2.344 -1.103 0.0 0.0 0.0 0.22
H 1.599 2.268 -1.478 0.0 0.0 0.0 0.22
H 0.527 0.941 -1.949 0.0 0.0 0.0 0.21
H -2.733 -0.663 -0.341 0.0 0.1 0.1 0.21
H -0.461 -1.951 1.514 0.0 -0.1 0.1 0.20
H -0.198 -0.505 2.489 0.0 0.0 0.0 0.21
H -1.409 -1.649 -0.960 -0.1 -0.1 -0.1 0.20
H -1.643 -0.007 -1.565 0.0 0.0 0.0 0.21
H -1.839 -1.006 2.107 0.0 0.0 -0.1 0.21



21
Properties=species:S:1:pos:R:3:forces:R:3:nbo_charge:R:1 method="wB97M-V/def2-TZVPD" s2=0.756 orbital_gap_ev="10.40 / 4.61" multiplicity=2 charge=+1
C -1.261 1.702 -1.285 -1.4 -0.7 2.9 -0.48
N -0.015 1.717 -0.427 -1.7 -3.3 -1.8 -0.11
C 0.564 0.431 0.011 -1.4 -1.0 3.3 -0.11
C -0.530 -0.360 0.774 -1.7 -1.6 -2.4 -0.45
C -0.219 -1.885 0.689 -0.1 -0.8 -0.2 -0.24
N -0.441 -2.466 -0.710 1.4 1.8 1.1 -0.79
C 1.780 0.683 1.111 -3.0 3.0 -1.7 -0.60
H -2.121 1.217 -0.706 1.4 0.6 -1.0 0.25
H -1.641 2.648 -1.610 0.5 1.0 0.3 0.26
H -1.076 1.167 -2.193 0.5 -0.8 -0.5 0.26
H 0.672 2.191 -0.905 2.2 2.6 -0.7 0.39
H 0.867 -0.189 -0.921 -0.2 1.1 0.9 0.29
H -0.598 -0.046 1.765 0.4 0.5 1.8 0.24
H -1.634 -0.178 0.440 2.0 -0.5 0.0 0.21
H 0.867 -2.084 1.084 -2.2 0.1 -0.6 0.20
H -1.028 -2.461 1.180 1.0 0.6 1.0 0.24
H 0.470 -2.845 -1.010 -0.9 0.4 -0.5 0.38
H -0.770 -1.652 -1.253 0.4 -1.1 -0.4 0.34
H 2.335 -0.069 1.552 0.6 -2.4 0.2 0.25
H 1.392 1.295 2.028 0.6 -0.6 -2.2 0.25
H 2.388 1.184 0.385 1.3 1.1 0.7 0.21



21
Properties=species:S:1:pos:R:3:forces:R:3:nbo_charge:R:1 method="wB97M-V/def2-TZVPD" orbital_gap_ev=12.14 multiplicity=1 charge=+2 smiles="C[C@H]([NH3+])C/C=C/[NH3+]"
C 1.094 -2.329 0.640 1.3 1.6 3.8 -0.69
C 0.423 -1.317 -0.279 -2.8 0.6 0.1 -0.05
C 0.625 0.220 -0.058 1.7 0.0 -0.9 -0.45
C -0.532 0.916 0.610 -0.2 -2.1 2.2 -0.15
C -0.961 2.070 0.176 -0.5 1.2 -1.4 -0.07
N -1.920 2.987 0.823 0.7 0.6 0.1 -0.70
N 0.750 -1.716 -1.710 2.3 -1.9 0.4 -0.69
H 1.873 -1.797 1.337 -1.5 -0.3 -1.1 0.26
H 0.494 -2.889 1.441 0.4 0.6 -1.9 0.29
H 1.835 -2.925 0.162 0.0 -1.2 -0.7 0.24
H -0.712 -1.357 -0.195 1.3 -0.8 -0.3 0.23
H 0.781 0.751 -1.049 0.1 -0.7 1.0 0.23
H 1.578 0.303 0.535 -1.0 0.5 -0.4 0.27
H -0.966 0.351 1.546 0.7 1.5 -1.7 0.26
H -0.689 2.629 -0.720 0.8 -0.9 0.0 0.23
H -2.180 3.728 0.123 -0.6 -1.1 0.8 0.47
H -1.298 3.510 1.456 -0.7 0.0 0.6 0.46
H -2.700 2.527 1.318 0.1 0.6 -0.2 0.47
H 0.808 -0.973 -2.405 0.6 0.3 0.2 0.45
H 0.040 -2.313 -2.101 -0.6 -0.7 0.0 0.45
H 1.657 -2.376 -1.649 -2.2 2.2 -0.7 0.48



22
Properties=species:S:1:pos:R:3:forces:R:3:nbo_charge:R:1 method="wB97M-V/def2-TZVPD" orbital_gap_ev="6.52 / 6.26" multiplicity=1 charge=0
C -0.275 -0.808 0.369 -1.3 0.2 -0.7 0.25
C 0.336 0.422 0.137 3.3 -1.8 0.1 -0.32
C 2.112 -0.584 0.149 -1.1 1.4 -0.3 -0.45
C -2.463 1.179 -0.871 0.0 -0.1 0.2 -0.47
C 3.102 0.460 0.603 0.2 -0.1 0.0 -0.64
N -1.821 1.018 0.397 -0.3 -0.7 0.1 -0.36
N -0.710 -1.648 -0.583 0.4 0.6 0.6 -0.76
O -2.699 0.191 1.212 -0.4 0.1 0.0 -0.64
H -2.961 -0.569 0.660 0.0 0.1 0.0 0.41
H -0.298 -1.194 1.381 -0.2 0.1 0.0 0.22
H -0.769 -1.333 -1.539 0.0 -0.1 0.1 0.41
H -0.925 -2.605 -0.362 -0.2 0.2 -0.1 0.41
H 0.524 1.071 0.975 -0.2 0.1 0.0 0.25
H 0.362 0.838 -0.860 -0.2 0.1 0.0 0.22
H 2.189 -0.860 -0.902 0.1 0.0 0.0 0.18
H 2.119 -1.479 0.770 -0.2 0.1 0.1 0.19
H -2.623 0.217 -1.426 0.0 0.0 0.0 0.10
H -3.458 1.645 -0.788 0.0 0.0 0.0 0.19
H -1.840 1.825 -1.497 0.0 0.0 0.0 0.19
H 3.035 1.367 -0.003 0.0 0.0 0.0 0.20
H 4.135 0.100 0.538 0.0 0.1 0.0 0.21
H 2.926 0.746 1.643 0.0 0.0 0.0 0.20



22
Properties=species:S:1:pos:R:3:forces:R:3:nbo_charge:R:1 method="wB97M-V/def2-TZVPD" orbital_gap_ev=8.97 multiplicity=1 charge=0 smiles=C[C@H](O)CCNCN
C -0.056 -0.426 -0.623 2.0 0.0 1.7 -0.20
N -0.902 -1.506 -0.141 -1.8 0.7 1.8 -0.69
C -0.925 -2.967 -0.479 -1.5 2.4 -3.0 -0.02
N 0.299 -3.518 -0.867 1.0 -0.6 1.6 -0.87
C -0.472 1.075 -0.274 -1.6 -2.0 2.5 -0.42
C 0.531 1.911 0.494 2.6 1.0 -3.7 0.10
C 0.827 2.124 1.912 -2.8 0.5 2.1 -0.63
O 0.420 3.291 -0.036 4.1 -0.5 -0.9 -0.73
H 0.989 -0.557 -0.137 -1.4 0.1 -0.8 0.16
H 0.106 -0.480 -1.682 0.1 0.1 -0.9 0.16
H -1.893 -1.221 -0.073 1.0 0.0 0.0 0.35
H -1.317 -3.506 0.369 -0.3 0.0 0.3 0.18
H -1.693 -2.932 -1.364 1.3 -1.3 1.3 0.16
H 0.643 -3.614 -1.781 -0.1 0.4 -1.1 0.38
H 1.025 -3.360 -0.182 0.0 -0.2 -0.2 0.37
H -1.311 1.140 0.446 -0.5 -0.7 -0.8 0.21
H -0.772 1.503 -1.205 0.1 0.9 -0.3 0.23
H 1.493 1.515 0.086 -0.2 0.2 0.1 0.14
H 0.727 1.234 2.481 -0.1 -0.9 0.8 0.21
H 1.797 2.497 2.067 1.5 0.3 -0.2 0.21
H 0.180 2.935 2.371 0.3 -1.1 -0.6 0.22
H 1.455 3.378 -0.230 -3.7 0.8 0.3 0.46



22
Properties=species:S:1:pos:R:3:forces:R:3:nbo_charge:R:1 method="wB97M-V/def2-TZVPD" orbital_gap_ev=9.64 multiplicity=1 charge=0 smiles=CC(C)[C@@](N)(O)CN
C -0.616 -0.104 0.078 3.3 1.4 -0.9 0.38
C 0.852 0.384 -0.597 -1.7 -0.8 -0.2 -0.22
C -0.492 0.395 1.495 -3.5 -1.0 1.6 -0.24
C 2.098 0.041 0.212 -0.4 0.1 0.2 -0.63
C 0.974 -0.228 -1.991 0.0 0.2 0.1 -0.62
N -1.662 0.546 -0.641 -0.3 0.4 -0.1 -0.86
N -1.824 0.119 2.272 3.1 1.1 -0.5 -0.90
O -0.721 -1.501 0.108 0.1 -0.6 0.2 -0.74
H -0.717 -1.839 -0.795 0.0 0.1 0.1 0.47
H 0.757 1.468 -0.695 -0.1 -0.1 0.0 0.21
H -2.516 0.626 -0.103 0.1 -0.3 0.1 0.37
H -1.885 0.092 -1.518 0.1 0.0 0.0 0.36
H -2.503 0.850 2.088 -0.3 -1.1 0.1 0.37
H -1.980 -0.883 2.328 -0.9 0.7 -0.3 0.39
H -0.336 1.470 1.530 0.2 -0.1 0.0 0.21
H 0.262 -0.168 2.038 0.2 0.2 -0.2 0.21
H 2.069 -1.005 0.515 0.1 -0.1 0.0 0.21
H 2.185 0.664 1.099 0.0 0.0 0.2 0.21
H 2.998 0.219 -0.378 0.0 -0.1 -0.1 0.21
H 1.095 -1.311 -1.935 0.1 -0.1 0.0 0.19
H 1.853 0.172 -2.497 0.0 0.0 -0.1 0.22
H 0.109 -0.008 -2.615 -0.1 0.0 -0.1 0.20



22
Properties=species:S:1:pos:R:3:forces:R:3:nbo_charge:R:1 method="wB97M-V/def2-TZVPD" orbital_gap_ev=9.25 multiplicity=1 charge=0 smiles=CNC[C@@](C)(N)CO
C 0.119 -0.537 -0.221 0.4 -0.3 0.0 0.06
C -0.540 -1.908 -0.584 -0.4 0.4 -0.3 -0.07
C -0.962 0.466 0.316 0.0 0.0 -0.1 -0.22
C 0.816 -0.009 -1.484 -0.2 0.1 0.0 -0.62
C 0.528 2.198 1.225 0.3 0.7 -0.1 -0.41
N -0.655 1.901 0.431 0.0 -0.8 -0.1 -0.62
N 1.156 -0.761 0.815 -0.4 0.1 0.2 -0.84
O -1.609 -2.265 0.284 -0.6 0.1 -0.2 -0.72
H -2.435 -1.963 -0.140 0.6 -0.2 0.5 0.47
H -0.543 2.308 -0.495 -0.1 -0.1 0.2 0.35
H 1.794 -1.498 0.519 -0.1 0.2 -0.1 0.35
H 0.694 -1.119 1.654 0.2 0.1 -0.2 0.36
H 0.199 -2.717 -0.529 0.0 0.3 0.1 0.17
H -0.918 -1.907 -1.613 0.1 0.2 0.0 0.16
H -1.313 0.124 1.300 0.2 0.0 -0.2 0.20
H -1.840 0.400 -0.338 0.1 -0.1 0.0 0.19
H 1.491 -0.761 -1.909 -0.1 0.0 0.1 0.21
H 1.413 0.887 -1.290 -0.1 -0.2 0.1 0.22
H 0.078 0.248 -2.253 0.1 -0.1 0.1 0.21
H 1.448 2.024 0.660 0.2 -0.2 0.3 0.17
H 0.518 3.260 1.493 -0.1 0.0 0.0 0.19
H 0.561 1.630 2.160 -0.1 -0.1 -0.3 0.20



So what do the calculations give for ΔE to the lowest compared entry with this formula, charge and spin? Going down the list: 36.9; 51.8; 80.1; 54.6; 103.1; 83.2; 68.5; 30.8; 177.1; 91.1; 38.3; 42.9 kcal/mol.
So what do the calculations give for E_tot? Going down the list: -8391.0170; -8390.3738; -8389.1464; -8390.2509; -8388.1473; -8389.0132; -8381.4398; -8374.0142; -10433.3473; -10437.0779; -10439.3680; -10439.1659 eV.